Molecular formula: C31H30BrF6N5O3SiV
Method: DFT, ωB97M-V/def2-TZVPD

```
! RIJCOSX wB97M-V def2-TZVPD def2/J DEFGRID3
* xyz 1 1
V -0.001 0.097 -0.370
C -1.501 -4.484 -1.073
C -2.078 -3.512 -0.114
C -3.312 -3.780 0.488
C -3.905 -2.866 1.333
C -3.256 -1.649 1.455
C -1.938 -1.461 0.897
N -1.355 -2.436 0.146
N -1.208 -0.376 1.271
Si -1.663 0.419 2.808
C -1.961 -0.872 4.115
C -0.268 1.443 3.452
C -3.149 1.523 2.389
H -1.857 -5.506 -0.883
H -0.420 -4.493 -1.113
H -1.860 -4.220 -2.070
H -3.763 -4.713 0.286
H -4.814 -3.122 1.872
H -3.724 -0.877 2.024
H -1.535 -1.826 3.761
H -3.029 -1.013 4.333
H -1.449 -0.607 5.078
H 0.556 0.744 3.690
H -0.544 1.979 4.363
H 0.021 2.130 2.664
H -4.078 0.963 2.188
H -2.890 2.083 1.477
H -3.305 2.204 3.245
C 1.550 4.134 -3.827
C 2.402 3.096 -4.210
C 2.468 1.912 -3.469
C 1.565 1.769 -2.392
C 0.772 2.840 -1.938
C 0.808 4.014 -2.652
N 1.506 0.550 -1.791
N 2.426 -0.299 -2.215
C 2.410 -1.463 -1.508
C 3.355 -2.408 -1.919
C 3.474 -3.536 -1.138
C 2.666 -3.605 0.035
C 1.788 -2.625 0.426
C 1.479 -1.538 -0.401
H 1.498 5.088 -4.369
H 3.090 3.184 -5.058
H 3.199 1.152 -3.731
H 0.279 2.760 -0.972
H 0.316 4.896 -2.243
H 3.856 -2.142 -2.824
H 4.136 -4.304 -1.414
H 2.740 -4.467 0.693
H 1.319 -2.776 1.400
Br 6.142 2.993 4.689
C 5.055 1.895 3.611
C 4.895 0.563 4.161
N 3.956 -0.216 3.684
C 3.171 0.275 2.677
C 3.191 1.538 2.136
C 4.238 2.389 2.597
C 2.105 2.024 1.140
O 2.299 3.127 0.659
O 1.047 1.192 0.943
H 5.526 0.191 4.962
H 2.437 -0.424 2.288
H 4.349 3.399 2.189
C -1.975 1.397 -3.592
C -2.498 0.556 -2.498
O -1.307 0.199 -1.715
C -3.501 1.339 -1.621
F -3.933 0.613 -0.558
F -2.920 2.513 -1.220
F -4.591 1.728 -2.326
C -3.127 -0.731 -3.040
F -4.026 -0.436 -3.988
F -3.732 -1.480 -2.086
F -2.133 -1.452 -3.687
H -1.363 2.207 -3.159
H -2.805 1.790 -4.212
H -1.315 0.805 -4.229
*
```

HOMO energy (alpha / beta)   -11.21 / -11.21 eV
Maximum force   3.9 eV/Å
ΔE to the lowest compared entry with this formula, charge and spin   17.7 kcal per mole